[1]
The following is a DFT calculation (ωB97M-V with the def2-TZVPD basis set) of C30H21Br2N5O3S2Zn as an isolated structure.

Last column: natural (NBO) charge in e.
CARTESIAN COORDINATES (ANGSTROEM)
C 3.794 -2.056 0.634  -0.271
C 3.153 2.474 1.251  0.066
Br 4.409 6.361 0.739  0.093
C 0.207 3.354 -0.684  0.283
C -2.822 1.335 3.896  -0.245
C -1.359 1.857 -1.444  0.108
N 1.308 -0.340 2.661  -0.544
C -1.568 4.133 -2.056  -0.037
H 3.193 3.420 -3.389  0.214
H 4.758 -1.038 -1.967  0.231
O 0.605 -0.461 -2.046  -0.975
N -2.182 0.151 1.972  0.004
H -0.040 5.416 -1.290  0.231
C 2.706 -1.269 0.936  0.158
C 3.263 -1.595 3.323  -0.103
S -0.698 2.333 2.457  -0.395
H 3.507 1.545 1.684  0.215
C 4.391 -2.370 2.961  -0.230
C 2.186 4.730 0.084  -0.264
H -2.943 2.600 -2.690  0.241
H 6.384 0.654 -2.720  0.215
C 3.416 4.760 0.717  -0.042
H -4.719 -1.428 3.459  0.229
N -0.264 2.112 -0.742  -0.540
C 1.808 -0.637 4.981  -0.271
C 1.025 -0.139 3.921  0.074
C 2.629 1.509 -2.608  -0.215
N 1.805 -0.675 0.049  -1.106
H 1.811 5.614 -0.404  0.233
C 2.422 -1.057 2.332  0.193
H 5.458 -3.216 1.335  0.214
H 3.987 -2.326 -0.387  0.240
H 0.151 0.468 4.125  0.216
H 1.571 1.708 -2.623  0.233
H 1.517 -0.438 6.002  0.224
S 1.883 -0.895 -1.537  2.340
Br -2.458 5.529 -2.952  0.094
C -3.132 -0.776 2.221  0.030
H -4.454 0.549 5.007  0.222
C 3.542 2.455 -3.045  -0.222
H 5.610 2.896 -3.404  0.214
H -1.688 0.828 -1.455  0.244
C 5.333 0.903 -2.666  -0.203
H -2.665 2.185 4.544  0.233
C -3.968 -0.672 3.295  -0.274
N 1.974 2.430 0.652  -0.491
H -3.156 -1.570 1.492  0.237
C 3.926 3.622 1.313  -0.227
O -1.485 -0.036 0.864  -0.731
C 1.493 3.528 0.070  0.172
C 2.923 -1.355 4.675  -0.122
H 4.888 3.619 1.801  0.234
O 2.381 -2.201 -1.881  -0.961
C 4.422 -0.050 -2.231  -0.217
H 3.560 -1.756 5.453  0.216
Zn 0.429 0.659 0.792  1.674
C 3.073 0.269 -2.166  -0.256
C -2.054 2.841 -2.128  -0.280
C -3.808 0.423 4.150  -0.176
H 5.023 -2.787 3.731  0.210
C 4.627 -2.595 1.639  -0.176
C 4.898 2.159 -3.058  -0.206
C -1.961 1.229 2.783  0.036
C -0.421 4.408 -1.332  -0.287

The strongest force on any atom is 0.54 eV Å⁻¹. Its LUMO energy is -0.51 eV. The highest occupied orbital energy is -0.28096 Ha. The value obtained for the relative energy (zero: lowest compared OMol25 entry of this formula, charge and spin) is 5.0 kcal per mole. As for the total charge: 0. The value obtained for the electronic energy is -9379.1308 Eh.

=====

[2]
The following is a DFT calculation (ωB97M-V with the def2-TZVPD basis set) of C30H21CaN10O3 as an isolated structure at a distorted geometry.

Last column: natural (NBO) charge in e.
CARTESIAN COORDINATES (ANGSTROEM)
H 1.450 -2.065 5.034  0.242
C 3.105 0.745 4.179  0.152
C -3.580 3.107 -0.317  -0.151
C -2.248 2.692 -0.186  -0.237
C 2.079 -1.192 5.160  -0.152
H 3.900 0.503 7.453  0.214
C -2.325 -3.720 -2.032  -0.168
C -1.671 2.523 1.121  0.388
O 0.689 1.295 -5.096  -0.704
H -4.448 3.364 2.929  0.193
H -1.827 -0.437 -2.637  0.224
C 2.703 -1.218 -3.364  -0.168
C 1.827 -0.148 -3.534  -0.160
C 3.689 1.061 5.406  -0.237
H -1.935 2.710 -2.371  0.169
N -2.281 -0.321 0.989  -0.689
H 0.333 1.589 -4.201  0.506
N -0.922 -1.507 -1.128  -0.460
C -1.744 -1.415 -2.173  0.066
N 1.020 -1.727 2.551  -0.330
C -1.513 2.376 -1.423  0.110
O 1.542 0.050 -1.161  -0.817
C 1.710 -0.651 2.728  0.380
C 3.454 0.252 6.498  -0.185
H 2.457 -1.508 7.242  0.216
C 2.644 -0.880 6.379  -0.234
C 2.945 -1.458 -5.735  -0.192
H 4.319 1.942 5.493  0.209
N 1.928 0.265 1.691  -0.559
N 0.315 -1.737 1.345  -0.309
Ca -0.099 0.335 0.301  1.721
H -1.304 -4.778 -0.452  0.212
H -2.888 -4.582 -2.369  0.212
H 3.364 -1.970 -6.594  0.198
C -2.518 2.807 2.221  -0.258
C -4.382 3.355 0.775  -0.303
N -4.511 -0.608 -0.016  -0.731
C -2.478 -2.495 -2.650  -0.224
N 0.230 1.348 -2.575  -0.533
H -3.997 3.189 -1.318  0.211
H 0.580 -3.747 0.888  0.169
N -5.445 0.390 -2.086  -0.545
N -0.422 1.711 -1.402  -0.405
H 1.823 -0.057 -6.929  0.212
C -3.333 -0.424 0.491  0.561
C 1.513 0.270 -4.843  0.347
C 2.303 -0.384 4.047  -0.069
C -1.450 -3.832 -0.961  -0.233
C 1.190 0.450 -2.316  0.594
C 2.661 1.299 1.895  0.364
O -0.434 2.136 1.308  -0.890
C -3.829 3.196 2.054  -0.199
C 2.082 -0.394 -5.932  -0.293
C -0.783 -2.703 -0.530  0.155
H 2.919 -1.518 -2.345  0.228
C 0.114 -2.784 0.668  0.100
H -2.100 2.659 3.211  0.196
C -4.971 -0.044 -1.113  0.462
N 3.299 1.559 3.057  -0.555
H 3.823 2.410 3.153  0.412
H 2.793 2.023 1.094  0.215
H -5.417 3.646 0.645  0.204
C 3.266 -1.879 -4.445  -0.286
H 3.939 -2.713 -4.289  0.200
H -3.155 -2.360 -3.481  0.230

The strongest force on any atom is 1.87 eV Å⁻¹. Its LUMO energy is 1.69 eV. The highest occupied orbital energy is -0.15504 Ha. The value obtained for the relative energy (zero: lowest compared OMol25 entry of this formula, charge and spin) is 21.5 kcal per mole. As for the total charge: -1. The value obtained for the electronic energy is -2606.9205 Eh.

=====

[3]
The following is a DFT calculation (ωB97M-V with the def2-TZVPD basis set) of C30H21Cl2F5N5O3RuSe as an isolated structure.

Last column: Löwdin spin population.
CARTESIAN COORDINATES (ANGSTROEM)
C -0.267 -2.054 -3.802  0.000
C -2.860 1.070 -1.906  0.000
C 1.701 2.742 -2.003  0.001
N -0.316 -1.140 2.086  -0.002
H -2.763 0.082 -2.352  0.000
O 0.668 2.100 3.162  0.030
H -5.081 3.072 0.373  0.000
H -4.451 2.568 -1.916  0.000
H -4.892 1.026 -2.614  0.000
Se 2.016 -2.422 0.503  -0.028
C 2.149 3.972 -1.548  0.003
C -2.336 1.011 -0.503  0.007
C -4.854 2.058 0.721  0.000
C -5.042 1.080 -0.459  0.000
F 6.700 -2.253 -1.829  0.000
Ru 0.270 -0.598 0.137  0.829
H 1.699 2.517 -3.057  0.000
F 6.625 -1.509 2.807  0.000
H -3.250 1.107 1.844  0.000
N 0.785 0.498 -1.427  0.036
C -0.829 -3.118 -1.369  0.000
H -1.471 -4.879 -2.401  0.000
C -0.831 -1.503 4.780  0.001
N -2.475 2.158 0.225  0.002
N 0.791 1.035 1.110  0.042
Cl 2.713 5.131 -2.706  0.000
C 1.253 2.081 0.286  -0.001
O 0.624 0.648 -3.730  0.027
C 4.595 -1.876 1.657  -0.002
H -1.510 -3.460 4.187  0.000
C 0.514 1.137 2.430  0.017
H -0.931 -3.919 -4.640  0.000
C 1.696 3.322 0.724  0.003
N -0.330 -1.884 -1.427  -0.002
C -3.448 2.043 1.326  0.000
H -2.295 1.777 -2.518  0.000
C -4.353 1.487 -1.787  0.000
Cl 2.700 5.794 0.396  0.000
C -0.067 -0.158 2.966  0.001
H -2.668 2.966 -0.354  0.000
C 2.144 4.261 -0.192  0.001
H -1.016 -1.652 5.836  0.000
O -1.965 -0.037 0.029  0.012
F 8.005 -1.764 0.492  -0.001
H -5.577 1.821 1.505  0.000
C 4.633 -2.252 -0.685  -0.002
C 3.894 -2.137 0.486  0.005
C 6.679 -1.875 0.488  -0.003
C -1.070 -3.880 -2.498  0.001
C -0.775 -3.341 -3.738  0.002
C 5.972 -1.747 1.669  0.001
F 3.951 -1.754 2.818  -0.001
H -3.307 2.862 2.029  0.000
H -6.113 1.009 -0.651  0.000
C -1.100 -2.511 3.870  0.001
C 0.502 0.055 -2.669  0.016
C 1.253 1.789 -1.099  0.000
C 6.010 -2.126 -0.694  0.001
H -1.006 -3.053 1.792  0.000
C -0.311 -0.306 4.316  0.000
C -0.826 -2.286 2.533  0.000
H -0.073 0.523 4.967  0.000
H -4.705 0.081 -0.163  0.000
H 1.688 3.547 1.778  0.000
H -1.030 -3.508 -0.382  0.000
F 4.026 -2.503 -1.845  -0.001
H -0.007 -1.569 -4.733  0.000
C -0.059 -1.355 -2.630  0.001

The strongest force on any atom is 0.66 eV Å⁻¹. Its LUMO energy (spin up / spin down) is -0.63 / -0.97 eV. The expectation value of S² is 0.76. The highest occupied orbital energy (spin up / spin down) is -0.27577 / -0.28282 Ha. The value obtained for the relative energy (zero: lowest compared OMol25 entry of this formula, charge and spin) is 8.9 kcal per mole. As for the total charge: 0. Its spin multiplicity is 2. The value obtained for the electronic energy is -5571.4270 Eh.

=====

[4]
The following is a DFT calculation (ωB97M-V with the def2-TZVPD basis set) of C30H21Cl4F6NO2OsP2Sb as an isolated structure at a distorted geometry.

Last column: Löwdin spin population.
CARTESIAN COORDINATES (ANGSTROEM)
C -0.604 1.789 5.234  0.000
C 0.386 -2.982 -3.672  0.001
F -2.385 1.841 -0.298  0.036
O 1.528 1.493 -1.122  0.100
C 3.729 -0.655 2.643  0.000
H -0.657 -1.469 1.648  -0.001
H -0.082 2.304 6.029  0.000
H 1.809 -1.115 -0.585  0.000
H -5.260 -4.367 0.819  0.000
C -4.477 -3.682 0.524  0.000
O -0.350 1.382 -2.836  -0.013
C 3.463 1.126 -4.106  -0.129
Cl 2.778 1.227 -6.738  0.002
C -1.826 1.177 5.480  0.005
F -1.436 3.575 -1.846  0.029
N -0.350 -0.808 0.941  -0.003
H -0.010 -3.503 -4.534  0.000
H -3.476 0.082 4.647  0.000
Cl -0.177 1.619 -5.811  -0.016
C -0.042 1.735 3.969  0.004
C -4.807 -2.437 0.011  0.000
H -1.091 -3.503 0.362  0.000
H -2.514 0.004 2.381  0.000
H -4.058 -0.573 -0.749  0.000
C -3.805 -1.551 -0.357  0.000
C 4.049 1.645 1.996  0.000
C 2.395 1.275 -5.093  -0.002
C -2.512 0.535 4.457  0.000
C 1.881 0.628 1.799  -0.003
F -1.065 3.711 0.590  0.040
H 0.913 2.209 3.779  0.000
C 2.710 1.738 1.651  -0.001
Cl 4.436 1.040 -1.581  0.023
C 2.265 -2.303 -2.318  -0.001
C 1.888 1.376 -2.336  -0.077
P 0.131 0.729 1.402  0.026
H -2.892 -5.042 1.044  0.000
H 1.742 -1.429 2.442  0.000
C 4.559 0.450 2.482  -0.001
C 3.209 1.194 -2.750  0.042
H 2.304 2.669 1.271  0.000
H -5.845 -2.152 -0.101  0.000
C -3.143 -4.063 0.657  -0.001
H -1.545 -2.328 -2.998  0.000
P -1.111 -0.839 -0.580  -0.040
Sb -2.684 3.966 -0.440  0.001
C 0.037 -1.675 -1.682  -0.005
C -1.964 0.479 3.186  0.005
C 2.387 -0.569 2.306  -0.001
H 2.423 -3.489 -4.100  0.000
C 1.753 -2.973 -3.425  -0.004
C -0.706 1.041 2.957  0.015
C -0.477 -2.320 -2.810  -0.004
Os -0.396 1.616 -0.704  1.164
C 0.795 1.398 -3.313  -0.076
H -2.252 1.209 6.474  0.000
C -2.476 -1.938 -0.207  -0.007
H 5.608 0.373 2.737  0.000
H 4.695 2.507 1.885  0.000
H 3.331 -2.312 -2.124  0.000
F -3.646 3.701 1.109  0.000
C -2.129 -3.199 0.286  -0.002
H 4.126 -1.582 3.036  0.000
C 1.413 -1.634 -1.451  -0.001
F -4.101 3.574 -1.550  0.000
F -2.526 5.778 -0.673  0.000
C 1.096 1.427 -4.710  -0.033
Cl 5.038 0.873 -4.631  -0.071

The strongest force on any atom is 3.08 eV Å⁻¹. Its LUMO energy (spin up / spin down) is -8.72 / -8.80 eV. The expectation value of S² is 1.12. The highest occupied orbital energy (spin up / spin down) is -0.53695 / -0.53733 Ha. The value obtained for the relative energy (zero: lowest compared OMol25 entry of this formula, charge and spin) is 39.0 kcal per mole. As for the total charge: +2. Its spin multiplicity is 2. The value obtained for the electronic energy is -4814.1880 Eh.